Entry 1:
Molecular formula: C15H23N3O4
Method: DFT, ωB97M-V with the def2-TZVPD basis set

```
! wB97M-V def2-TZVPD RIJCOSX def2/J DEFGRID3
* xyz 0 1
N -4.78533 -2.74079 -0.97692
C -4.51417 -1.37006 -1.09239
C -3.01784 -0.95195 -0.73499
C -2.90148 -0.71061 0.78932
C -1.50052 -0.33091 1.26159
C -1.22637 1.18933 1.43901
N -2.20588 1.84760 2.27374
C -1.25602 1.93229 0.06426
O -2.36840 2.02416 -0.45178
N -0.10629 2.34697 -0.52091
C 1.18794 1.79247 -0.13924
C 1.39494 0.63817 -1.19723
C 2.38166 -0.36253 -0.75767
C 2.00532 -1.53815 -0.04637
C 2.97832 -2.41116 0.48208
C 4.32968 -2.17154 0.24600
O 5.26251 -2.99359 0.73314
C 4.70649 -0.96198 -0.27868
C 3.75288 -0.09839 -0.81820
C 2.35069 2.77136 -0.16902
O 3.35788 2.79484 0.56214
O 2.19272 3.67436 -1.13195
H -4.90668 -3.01688 -0.03265
H -4.02559 -3.36151 -1.35064
H -5.23032 -0.77973 -0.52005
H -4.72533 -1.10730 -2.09933
H -2.40599 -1.82216 -0.98962
H -2.66260 -0.03791 -1.31052
H -3.25273 -1.55303 1.28453
H -3.62112 0.05241 1.21803
H -1.30675 -0.83041 2.23826
H -0.70089 -0.79516 0.68052
H -0.25166 1.32750 1.90782
H -2.83807 2.19965 1.55312
H -1.85066 2.74299 2.67394
H -0.22539 3.05492 -1.26028
H 1.17809 1.34833 0.84085
H 0.46051 0.19698 -1.38976
H 1.73199 1.15889 -2.09078
H 0.98627 -1.83940 0.11046
H 2.71067 -3.34480 1.02873
H 6.07754 -2.44833 0.60944
H 5.76728 -0.67085 -0.31073
H 4.07189 0.85553 -1.24992
H 3.00083 4.30036 -1.07734
*
```

Results
E_HOMO, eV: -8.67
M, g/mol: 309.37
DFT total energy, Eh: -1050.5894
LUMO energy, eV: 0.326

=====

Entry 2:
Molecular formula: C7H9N2O
Method: DFT, ωB97M-V with the def2-TZVPD basis set

```
! wB97M-V def2-TZVPD RIJCOSX def2/J DEFGRID3
* xyz 1 1
C 2.91274 -0.81613 0.04667
C 1.81515 -0.84043 -0.77354
C 2.74007 0.28019 0.87406
C 0.95210 0.24316 -0.37838
C -2.62586 -1.02945 -0.19420
C -1.70307 -0.86306 0.69426
C -0.29615 0.70371 -0.90191
N -2.67668 0.18498 0.58521
N -0.85684 1.80101 -0.38220
O 1.64593 0.98800 0.67664
H 3.65174 -1.58612 0.17878
H 1.55617 -1.74624 -1.29732
H 3.53472 0.78944 1.37509
H -2.97928 -1.39679 -1.11976
H -0.82133 -1.09256 1.19638
H -0.81294 0.24011 -1.75379
H -1.72974 2.02109 -0.96076
H -1.03295 1.90301 0.62983
H -3.27378 0.21609 1.50493
*
```

Results
E_HOMO (alpha / beta), eV: -11.93 / -11.93
M, g/mol: 137.16
DFT total energy, Eh: -456.4310
LUMO energy (alpha / beta), eV: -5.118 / -5.117

=====

Entry 3:
Molecular formula: H22O11
Method: DFT, ωB97M-V with the def2-TZVPD basis set

```
! wB97M-V def2-TZVPD RIJCOSX def2/J DEFGRID3
* xyz 0 1
O -0.78790 -0.82369 0.25267
H 0.16979 -0.82797 0.36131
H -1.12159 -0.57970 1.12337
O -2.92848 -0.04629 -2.05847
H -3.52558 -0.34311 -2.75443
H -3.51351 0.33670 -1.39511
O 1.22819 -2.31262 2.81309
H 1.05664 -2.03632 1.90578
H 0.58588 -1.81790 3.33432
O 3.07144 0.98171 -1.33093
H 3.00489 1.28316 -0.41786
H 3.90861 1.34740 -1.63819
O 0.49911 -2.12691 -2.40940
H 0.81415 -2.11456 -3.32021
H -0.46106 -2.12833 -2.49336
O -2.31541 1.53646 1.78224
H -2.55116 2.22592 2.41316
H -2.80442 1.77065 0.98536
O 1.46515 2.43672 -1.02528
H 1.69287 2.33314 -0.09447
H 2.28202 2.74485 -1.43366
O 4.64850 -1.81574 0.14812
H 3.76949 -1.58469 0.46897
H 4.73876 -2.75070 0.36421
O 1.56464 0.51016 1.00866
H 1.14143 1.03450 1.69783
H 2.28914 0.06605 1.46347
O -1.17961 3.63353 0.55599
H -1.04532 3.40923 -0.37172
H -0.30620 3.53170 0.95068
O -5.25714 -2.05539 0.10965
H -4.69772 -2.58821 0.68598
H -5.49507 -2.65532 -0.60622
*
```

Results
E_HOMO, eV: -9.77
M, g/mol: 198.16
DFT total energy, Eh: -840.7409
LUMO energy, eV: -0.095

=====

Entry 4:
Molecular formula: C8H16O2Rb
Method: DFT, ωB97M-V with the def2-TZVPD basis set

```
! wB97M-V def2-TZVPD RIJCOSX def2/J DEFGRID3
* xyz 1 1
Rb 0.45477 1.53096 3.01409
C -2.01413 1.16718 -1.21379
C -2.98668 0.18149 -0.56347
C -2.38869 -0.05097 0.83569
O -1.26603 0.85129 0.95535
C -1.43879 1.88530 -0.01380
H -2.50950 1.84537 -1.90484
H -1.21019 0.63906 -1.72498
H -3.06827 -0.75231 -1.11690
H -3.99415 0.58236 -0.46567
H -2.00811 -1.06161 0.98526
H -3.10871 0.15545 1.63163
H -0.45708 2.31958 -0.21281
H -2.11809 2.66852 0.33977
C 2.49207 -0.93085 -1.06975
C 2.42290 -1.98140 0.04891
C 1.58300 -1.29896 1.11909
O 1.92665 0.07888 1.02831
C 2.21357 0.39751 -0.35312
H 1.74119 -1.12230 -1.83663
H 3.45922 -0.90311 -1.56466
H 3.42332 -2.14503 0.45674
H 2.05003 -2.94483 -0.28770
H 1.84994 -1.66291 2.11099
H 0.51134 -1.44447 0.93457
H 3.07718 1.06070 -0.35342
H 1.36323 0.93509 -0.77885
*
```

Results
E_HOMO, eV: -13.22
M, g/mol: 229.68
DFT total energy, Eh: -488.7855
LUMO energy, eV: -3.317

=====

Entry 5:
Molecular formula: C26H30AsIrN3O2
Method: DFT, ωB97M-V with the def2-TZVPD basis set

```
! wB97M-V def2-TZVPD RIJCOSX def2/J DEFGRID3
* xyz 2 6
Ir -1.01816 -0.92870 -0.26824
C 2.83889 -0.00841 -1.08946
C 2.04807 1.24200 -1.35494
C 2.49010 2.18885 -2.27368
C 1.73918 3.32597 -2.54024
C 0.54268 3.54144 -1.87445
C 0.06628 2.62120 -0.94391
C -1.24013 2.85048 -0.23365
C 0.82827 1.47165 -0.70626
N 0.32046 0.48053 0.19319
C 0.89605 0.40614 1.43988
O 1.70166 1.20399 1.89008
C 0.48186 -0.80711 2.25133
C 0.87365 -1.13820 3.53547
C 0.40235 -2.33951 4.06599
C -0.43259 -3.18038 3.33077
C -0.78638 -2.77132 2.05842
N -0.31605 -1.62883 1.59004
C -1.65399 -3.51907 1.07201
O -2.01757 -4.64466 1.26537
N -1.88865 -2.80411 -0.13223
C -2.80089 -3.25597 -1.03419
C -4.09870 -3.75730 -0.63359
C -4.62594 -3.61983 0.76126
C -4.90420 -4.28777 -1.61118
C -4.50209 -4.31340 -2.94674
C -3.27877 -3.75557 -3.34769
C -2.43110 -3.19902 -2.43149
C -1.10881 -2.63900 -2.85449
H 3.71308 -0.05882 -1.73529
H 2.23655 -0.90164 -1.27152
H 3.18212 -0.05648 -0.05341
H 3.41841 2.01673 -2.80493
H 2.08477 4.04071 -3.27596
H -0.04254 4.42798 -2.08702
H -1.57353 3.87667 -0.37680
H -1.16168 2.65448 0.83653
H -2.02525 2.19684 -0.62504
H 1.52734 -0.48393 4.09443
H 0.69472 -2.62819 5.06671
H -0.79338 -4.12020 3.72510
H -4.17095 -2.78665 1.29635
H -4.44279 -4.52903 1.33364
H -5.70071 -3.45163 0.72748
H -5.88309 -4.66330 -1.34375
H -5.15837 -4.74605 -3.69051
H -2.99699 -3.78068 -4.39173
H -0.94911 -2.80096 -3.91858
H -0.28078 -3.09783 -2.31233
H -1.07076 -1.54760 -2.69746
C 1.86063 4.29182 2.49491
As 2.74691 3.70267 0.89480
C 3.23485 5.26927 -0.11661
C 4.36086 2.75960 1.33612
H 2.52689 4.97898 3.01924
H 1.64107 3.42667 3.11254
H 0.94350 4.81005 2.22259
H 3.84756 5.90189 0.52919
H 2.33660 5.80426 -0.41471
H 3.79996 4.97106 -0.99553
H 5.03939 3.46457 1.81929
H 4.81229 2.38451 0.41997
H 4.11695 1.94012 2.00489
*
```

Results
E_HOMO (alpha / beta), eV: -13.46 / -14.32
M, g/mol: 683.68
<S²>: 8.783
DFT total energy, Eh: -3662.9672
LUMO energy (alpha / beta), eV: -5.956 / -8.404

=====

Entry 6:
Molecular formula: CH6N4S
Method: DFT, ωB97M-V with the def2-TZVPD basis set

```
! wB97M-V def2-TZVPD RIJCOSX def2/J DEFGRID3
* xyz 0 1
C -1.06404 1.22829 -1.39153
N 0.23520 -1.15473 1.19054
N -0.68178 -1.65607 0.69143
N 0.79394 -1.21584 2.39076
N -0.14673 0.14571 -1.21633
S 1.10324 0.33887 -0.26903
H -1.16036 1.89375 -0.52370
H -0.75058 1.83529 -2.25252
H -2.04282 0.80300 -1.61799
H 0.55822 -1.98759 3.00667
H 1.71841 -0.82133 2.47289
H 1.81903 -0.70542 -0.75839
*
```

Results
E_HOMO (alpha / beta), eV: -7.49 / -7.34
M, g/mol: 106.15
DFT total energy, Eh: -658.7281
LUMO energy (alpha / beta), eV: 0.253 / 0.231

=====

Entry 7:
Molecular formula: C7H14N3S
Method: DFT, ωB97M-V with the def2-TZVPD basis set

```
! wB97M-V def2-TZVPD RIJCOSX def2/J DEFGRID3
* xyz 1 1
C 1.39327 0.47300 1.13335
C 2.17540 -0.65381 1.63986
C 1.85518 -1.73065 0.47202
C 1.65268 -0.82656 -0.75705
C 0.70621 1.66074 -0.62337
C 0.39559 2.12971 -1.95222
C -2.55769 -0.04393 -0.00492
N 1.10528 1.62810 1.57484
N 1.12423 0.42645 -0.24156
N 0.63756 2.34380 0.53991
S -1.60486 -1.06242 1.17194
H 3.22249 -0.26424 1.45820
H 1.90674 -1.08396 2.60591
H 2.70992 -2.48078 0.30014
H 0.90373 -2.28269 0.73550
H 2.63679 -0.55461 -1.23503
H 0.97830 -1.23874 -1.45900
H -2.39041 -1.32908 2.17504
H 1.26979 2.26381 -2.60918
H -0.01782 3.16575 -1.78865
H -0.27925 1.44083 -2.37466
H -2.09247 0.96327 -0.04094
H -3.58252 0.00980 0.23308
H -2.50562 -0.43821 -0.94648
H 0.68553 3.35600 0.68898
*
```

Results
E_HOMO, eV: -12.31
M, g/mol: 172.28
DFT total energy, Eh: -837.3148
LUMO energy, eV: -3.131

=====

Entry 8:
Molecular formula: C2H6N2O2
Method: DFT, ωB97M-V with the def2-TZVPD basis set

```
! wB97M-V def2-TZVPD RIJCOSX def2/J DEFGRID3
* xyz 0 1
C -0.20093 0.46615 -1.53333
C 0.32381 0.51171 1.25863
N 0.38241 -0.66547 0.40399
N -0.00979 -0.75264 -0.80605
O 0.12290 -1.78513 1.10467
O -0.84162 -2.48880 0.37631
H 0.74844 1.01920 -1.61371
H -0.94350 1.12980 -1.06815
H -0.53534 0.18510 -2.53453
H 0.71219 0.22487 2.23472
H -0.71140 0.85825 1.35002
H 0.95284 1.29695 0.82745
*
```

Results
E_HOMO (alpha / beta), eV: -9.14 / -7.82
M, g/mol: 90.08
DFT total energy, Eh: -339.5240
LUMO energy (alpha / beta), eV: 0.080 / -0.520

=====

> DFT total energy of number 2 (C7H9N2O)?

-456.4310 Eh